[1]
94
Properties=species:S:1:pos:R:3 method="wB97M-V/def2-TZVPD" multiplicity=1 homo_lumo_gap_ev=9.78 total_charge=0 e_lumo_ev=-0.187
N 4.92115 1.68764 2.39732
C 3.88271 1.02608 1.70022
O 3.08828 1.60748 0.99539
C 3.79101 -0.48009 1.85197
C 5.07730 -1.23874 2.17583
O 5.04161 -1.77766 3.50140
C 5.57138 -1.07575 4.52939
N 6.80265 -0.47671 4.26046
O 5.00243 -1.02127 5.58814
H 5.34572 2.39815 1.80996
H 4.59315 2.11102 3.25687
H 3.03415 -0.68135 2.61465
H 3.39220 -0.83253 0.89987
H 5.14338 -2.10037 1.51317
H 5.96516 -0.63038 2.01586
H 7.08519 -0.01596 5.11735
H 7.50693 -1.18142 4.06361
O -1.40954 -1.64629 -0.72040
S -1.34177 -0.45599 -1.49121
O -1.92570 -0.41561 -2.78787
O 0.17659 0.01351 -1.56448
C 0.30744 1.36185 -1.07146
C -0.79871 1.49179 -0.05454
O -1.89972 0.77531 -0.65222
H 0.16439 2.05549 -1.90109
H 1.29298 1.49881 -0.63264
H -1.07550 2.51951 0.11689
H -0.54114 1.00811 0.88969
O 6.82234 4.66167 -1.52224
S 5.88514 4.43883 -0.48376
O 6.31867 4.02348 0.80558
O 4.75994 3.44447 -1.01477
C 3.45427 4.03454 -0.87131
C 3.71037 5.52206 -1.00547
O 4.94940 5.71618 -0.30030
H 3.06147 3.77240 0.11074
H 2.80167 3.64157 -1.64619
H 2.94004 6.12872 -0.53845
H 3.84614 5.82577 -2.04484
O -4.23712 -6.29143 -4.47493
S -4.17364 -5.12433 -5.28844
O -4.76550 -5.10479 -6.57594
O -2.65936 -4.65758 -5.36857
C -2.52396 -3.30058 -4.88531
C -3.62789 -3.16549 -3.86276
O -4.73204 -3.88708 -4.45130
H -2.66786 -2.61329 -5.71595
H -1.53499 -3.16822 -4.45777
H -3.91057 -2.13176 -3.69675
H -3.36782 -3.63893 -2.91441
O -0.11193 5.87560 0.85125
S -1.01567 5.56880 -0.19657
O -0.79887 4.42197 -1.01084
O -1.19500 6.86056 -1.10811
C -2.58454 7.22246 -1.20693
C -3.17519 6.75462 0.10894
O -2.50720 5.50332 0.35169
H -3.02248 6.70035 -2.05834
H -2.65863 8.29622 -1.35082
H -4.24517 6.57775 0.05976
H -2.94691 7.43983 0.92628
O -7.21693 -4.01859 0.22903
S -7.39757 -5.40270 -0.03322
O -7.67714 -6.30970 1.01956
O -6.15328 -5.91282 -0.88919
C -6.59493 -6.49589 -2.12820
C -7.87451 -5.75339 -2.44513
O -8.50878 -5.59596 -1.16529
H -6.77777 -7.56026 -1.97133
H -5.83408 -6.36793 -2.89104
H -8.53474 -6.30388 -3.10861
H -7.67280 -4.76423 -2.86135
O -4.02534 -0.66752 -5.81389
S -5.23187 0.02425 -6.09970
O -5.49044 0.53786 -7.39317
O -5.40691 1.17234 -5.00206
C -6.65492 1.02309 -4.30875
C -6.91347 -0.47067 -4.33767
O -6.47826 -0.86262 -5.64764
H -7.42538 1.57708 -4.84733
H -6.54791 1.41642 -3.30180
H -7.96272 -0.72624 -4.22380
H -6.31966 -1.00112 -3.59077
O 9.73076 -3.25002 8.01720
S 8.64166 -2.39157 7.72644
O 8.44977 -1.87332 6.41931
O 8.64137 -1.19441 8.78230
C 7.37345 -1.11996 9.45660
C 6.88591 -2.55518 9.47562
O 7.27252 -3.05963 8.18972
H 6.70630 -0.47545 8.88250
H 7.52748 -0.70862 10.45005
H 5.80797 -2.63898 9.57576
H 7.38138 -3.14269 10.25055

[2]
64
Properties=species:S:1:pos:R:3 method="wB97M-V/def2-TZVPD" multiplicity=6 homo_lumo_gap_ev="6.25 / 5.82" total_charge=-1 e_lumo_ev="2.832 / 1.639"
Ru -0.04476 0.64158 -0.16904
C 1.38054 1.56618 3.16406
Si 1.21834 -0.33102 3.01896
C 2.72994 -0.98542 3.99786
C -0.40466 -0.87532 3.88716
N 1.23494 -0.70852 1.34476
C 1.35844 -1.91062 0.75976
C 1.43374 -3.11572 1.48246
C 1.56674 -4.33892 0.87236
C 1.67694 -4.40872 -0.51904
C 1.61934 -3.26122 -1.27034
C 1.42034 -1.98962 -0.68974
N 1.25824 -0.87182 -1.39144
Si 1.24284 -0.47372 -3.04804
C 1.11524 1.43778 -3.11114
C -0.27656 -1.18382 -4.00384
C 2.82594 -0.94782 -4.01314
H 1.11024 1.91228 4.15726
H 0.72444 2.07588 2.46036
H 2.39714 1.89808 2.97686
H 2.70104 -0.60242 5.01156
H 3.65904 -0.65152 3.54776
H 2.76734 -2.06602 4.05366
H -0.49506 -0.49832 4.90106
H -0.50136 -1.95572 3.92116
H -1.24946 -0.49762 3.31886
H 1.35214 -3.05002 2.55576
H 1.57424 -5.25052 1.45906
H 1.78214 -5.37262 -1.00334
H 1.66564 -3.31672 -2.34724
H 0.58504 1.81788 -2.22194
H 0.59464 1.80438 -3.99424
H 2.10234 1.89038 -3.10644
H -1.10486 -1.34622 -3.31654
H -0.05106 -2.14592 -4.45724
H -0.61136 -0.51942 -4.79894
H 3.70084 -0.54892 -3.51274
H 2.80514 -0.54442 -5.01974
H 2.94674 -2.02212 -4.09024
O -1.96856 1.45948 -1.93824
C -3.32876 1.31598 -1.60864
C -3.56576 1.44648 -0.09354
C -5.09846 1.54118 0.09386
O -5.50856 1.62068 1.43396
C -3.06276 0.22018 0.69236
Se -1.96016 -1.13972 -0.27704
C -2.96596 2.74088 0.45116
Se -0.99126 2.88868 0.52456
H -1.74136 0.89808 -2.69194
H -3.70396 0.33948 -1.93804
H -3.90326 2.10348 -2.12374
H -5.56046 0.67298 -0.40584
H -5.47406 2.45318 -0.37794
H -5.00436 0.96668 1.93566
H -3.90686 -0.37452 1.05946
H -2.45056 0.52298 1.55256
H -3.30186 2.87838 1.48386
H -3.30836 3.59668 -0.13564
C 2.96144 2.77228 0.23416
O 2.45294 1.54638 -0.22474
H 3.85394 2.61868 0.85596
H 2.21944 3.34718 0.80236
H 3.24124 3.35158 -0.64664
H 2.26604 0.95898 0.53586

| no. | electronic energy (Ha) |
| --- | --- |
| 1 | -5936.6195 |
| 2 | -6519.5248 |